Entry 1:
A molecular structure, C18H37B3N2O4 in a non-equilibrium geometry, computed with wB97M-V/def2-TZVPD.

```
! wB97M-V def2-TZVPD RIJCOSX def2/J DEFGRID3
* xyz 0 1
C -1.60 -2.04 4.07
C -1.19 -1.90 2.95
C -0.68 -1.61 1.60
C 0.38 -0.51 1.72
C 1.14 -0.22 0.40
B 1.75 1.21 0.53
O 2.68 1.55 1.53
B 2.04 2.53 2.30
O 1.33 3.56 1.70
B 0.64 3.12 0.56
C -0.86 3.45 0.24
C -1.69 3.95 1.44
C -2.14 2.81 2.37
C -3.62 2.97 2.87
N -4.41 1.80 2.46
C -4.37 0.70 3.44
C -5.75 2.16 2.09
C -6.07 2.02 0.61
O -6.57 2.56 2.88
O 1.37 2.28 -0.29
H -1.82 -1.96 5.11
H -0.29 -2.53 1.15
H -1.53 -1.23 1.04
H -0.13 0.40 2.05
H 1.11 -0.78 2.48
H 1.95 -0.95 0.26
H 0.48 -0.30 -0.48
H 2.09 2.40 3.48
H -0.91 4.10 -0.64
H -1.31 2.49 -0.08
H -2.53 4.55 1.07
H -1.05 4.63 2.02
H -2.09 1.86 1.83
H -1.50 2.73 3.25
H -4.02 3.85 2.36
H -3.67 3.15 3.95
H -5.36 0.42 3.81
H -3.96 -0.19 2.95
H -3.68 0.93 4.26
H -6.85 2.70 0.30
H -5.14 2.24 0.07
H -6.30 0.97 0.42
C 1.02 -2.42 -4.24
C 2.36 -1.85 -3.81
N 3.00 -2.60 -2.75
C 4.14 -1.91 -2.16
C 5.36 -1.65 -3.04
C 3.19 -4.02 -3.00
C 4.01 -4.43 -4.23
H 0.34 -2.51 -3.39
H 0.56 -1.77 -4.98
H 1.13 -3.41 -4.70
H 2.18 -0.83 -3.45
H 3.00 -1.75 -4.70
H 4.46 -2.45 -1.27
H 3.78 -0.94 -1.79
H 5.95 -2.55 -3.20
H 6.02 -0.92 -2.56
H 5.09 -1.24 -4.02
H 2.20 -4.48 -3.09
H 3.63 -4.48 -2.11
H 3.76 -3.84 -5.12
H 3.82 -5.47 -4.47
H 5.08 -4.34 -4.05
*
```

## Properties
* highest occupied orbital energy: -8.3 eV
* orbital gap: 0.322 Eh
* total energy: -1193.230013 Ha
* F_max: 0.0350 hartree/bohr


Entry 2:
3 unconnected molecules or ions with the total composition C18H37ClN2P in a non-equilibrium geometry, computed with wB97M-V/def2-TZVPD.

```
! wB97M-V def2-TZVPD RIJCOSX def2/J DEFGRID3
* xyz 1 1
C -2.57 4.09 -1.10
P -3.27 3.73 0.55
C -3.25 1.87 0.65
C -2.02 4.23 1.85
C -0.68 4.50 1.46
C 0.16 4.87 2.48
Cl 1.80 5.27 2.23
C -0.41 4.90 3.73
N -1.66 4.65 3.99
N -2.52 4.32 3.05
H -1.69 3.48 -1.34
H -3.33 3.81 -1.83
H -2.37 5.15 -1.26
H -2.22 1.56 0.42
H -3.44 1.63 1.70
H -3.98 1.42 -0.01
H -0.33 4.42 0.44
H 0.22 5.15 4.58
H -2.00 4.71 4.94
C -1.85 -0.92 -2.75
C -2.68 -1.44 -1.58
C -1.84 -1.92 -0.40
C -0.91 -3.10 -0.70
C -1.59 -4.35 -1.23
C -2.59 -4.96 -0.25
H -1.21 -1.69 -3.18
H -2.50 -0.55 -3.54
H -1.20 -0.09 -2.43
H -3.33 -2.24 -1.93
H -3.33 -0.64 -1.23
H -2.51 -2.19 0.42
H -1.24 -1.09 -0.03
H -0.37 -3.35 0.22
H -0.14 -2.78 -1.41
H -0.82 -5.10 -1.45
H -2.09 -4.14 -2.18
H -2.11 -5.21 0.69
H -3.02 -5.87 -0.67
H -3.42 -4.28 -0.04
C 4.44 -3.09 -0.82
C 4.91 -1.64 -0.68
C 4.49 -1.00 0.64
C 2.98 -0.88 0.85
C 2.24 -0.11 -0.24
C 2.67 1.35 -0.35
H 3.35 -3.16 -0.83
H 4.81 -3.51 -1.76
H 4.82 -3.70 0.00
H 4.56 -1.05 -1.52
H 6.01 -1.63 -0.73
H 4.95 -0.01 0.71
H 4.91 -1.58 1.47
H 2.80 -0.40 1.82
H 2.55 -1.88 0.93
H 1.17 -0.13 -0.01
H 2.36 -0.60 -1.21
H 2.52 1.87 0.60
H 2.07 1.86 -1.11
H 3.71 1.44 -0.63
*
```

## Properties
* highest occupied orbital energy: -11.9 eV
* orbital gap: 0.245 Eh
* total energy: -1618.813276 Ha
* F_max: 0.0635 hartree/bohr
* energy relative to the best compared isomer or geometry (same formula, charge and spin): 10.0 kcal/mol


Entry 3:
A molecular structure, C18H37CrO16 in a non-equilibrium geometry, computed with wB97M-V/def2-TZVPD.

```
! wB97M-V def2-TZVPD RIJCOSX def2/J DEFGRID3
* xyz 1 5
Cr 0.04 -0.37 -0.42
C -1.82 2.81 -2.33
C -0.70 1.90 -2.94
C 0.56 2.62 -3.42
O -0.35 0.82 -2.17
H -1.60 3.10 -1.30
H -2.79 2.33 -2.31
H -2.04 3.68 -2.94
H -1.09 1.45 -3.85
H 0.28 3.62 -3.77
H 0.82 2.20 -4.39
H 1.41 2.63 -2.74
C 0.05 3.87 1.02
O -0.97 3.26 1.76
C -1.14 1.93 1.74
O -0.71 1.13 0.92
O -1.99 1.57 2.69
C -2.05 2.12 4.02
H -0.43 4.23 0.12
H 0.88 3.23 0.70
H 0.47 4.65 1.67
H -1.30 2.85 4.31
H -2.00 1.36 4.79
H -3.01 2.60 4.24
C 1.51 -1.33 4.74
O 1.43 -1.65 3.39
C 0.32 -1.59 2.63
O 0.34 -1.44 1.43
O -0.70 -1.67 3.38
C -1.99 -1.70 2.78
H 2.49 -0.87 4.73
H 1.40 -2.32 5.18
H 0.74 -0.67 5.16
H -2.79 -1.52 3.50
H -2.21 -2.73 2.52
H -2.03 -1.01 1.94
C 1.99 -2.05 -4.01
O 2.35 -2.94 -2.99
C 1.97 -2.81 -1.75
O 1.07 -2.03 -1.39
O 2.69 -3.62 -1.01
C 2.57 -3.56 0.40
H 1.62 -1.08 -3.67
H 1.23 -2.54 -4.61
H 2.88 -1.98 -4.64
H 3.35 -4.17 0.85
H 1.62 -3.96 0.76
H 2.88 -2.59 0.78
C -5.23 -1.55 0.00
O -3.79 -1.47 0.15
C -2.95 -1.53 -0.92
O -1.74 -1.36 -0.72
O -3.50 -1.70 -2.03
C -2.88 -1.28 -3.25
H -5.69 -1.55 -0.99
H -5.72 -0.76 0.56
H -5.52 -2.51 0.42
H -2.02 -1.89 -3.54
H -2.66 -0.21 -3.28
H -3.55 -1.49 -4.08
C 3.77 0.63 -2.15
O 4.03 1.23 -0.87
C 3.14 0.94 0.14
O 2.02 0.45 0.00
O 3.67 1.31 1.34
C 3.10 1.00 2.61
H 4.54 0.91 -2.87
H 2.76 0.82 -2.50
H 3.91 -0.45 -2.10
H 2.08 1.35 2.72
H 3.76 1.45 3.35
H 3.24 -0.08 2.51
*
```

## Properties
* highest occupied orbital energy (alpha / beta): -9.7 / -9.9 eV
* orbital gap (alpha / beta): 0.288 / 0.294 Eh
* total energy: -2956.132639 Ha
* F_max: 0.0849 hartree/bohr
* energy relative to the best compared isomer or geometry (same formula, charge and spin): 70.5 kcal/mol


Entry 4:
A molecular structure, C18H37CuNO6S2 in a non-equilibrium geometry, computed with wB97M-V/def2-TZVPD.

```
! wB97M-V def2-TZVPD RIJCOSX def2/J DEFGRID3
* xyz -1 1
Cu -9.16 -18.08 9.70
C -13.12 -20.33 10.29
C -11.65 -19.89 10.09
C -10.77 -21.14 9.66
C -11.19 -21.62 8.27
C -11.07 -20.41 7.24
C -11.82 -19.10 7.64
N -11.44 -18.84 9.05
O -11.45 -17.48 9.47
C -13.46 -19.15 7.27
C -11.20 -18.07 6.68
C -11.08 -19.54 11.47
H -13.51 -20.92 9.46
H -13.67 -19.39 10.40
H -13.28 -20.88 11.21
H -10.93 -21.87 10.45
H -9.74 -20.82 9.57
H -12.16 -22.11 8.31
H -10.37 -22.32 8.09
H -11.29 -20.92 6.30
H -10.00 -20.22 7.09
H -13.62 -19.03 6.20
H -13.99 -18.26 7.60
H -13.89 -20.11 7.52
H -10.15 -17.87 6.90
H -11.67 -17.08 6.74
H -11.29 -18.38 5.64
H -11.60 -18.61 11.70
H -10.01 -19.34 11.48
H -11.33 -20.31 12.20
C -6.36 -17.62 11.94
O -7.67 -17.88 11.54
H -6.27 -17.18 12.93
H -5.75 -18.52 11.91
H -5.93 -16.91 11.23
C -5.35 -21.81 9.78
C -6.54 -21.68 8.90
C -6.57 -20.13 8.60
S -4.81 -19.64 8.27
O -4.51 -18.57 9.25
O -4.70 -19.45 6.79
C -4.11 -21.26 9.01
H -5.20 -22.87 9.97
H -5.41 -21.21 10.69
H -7.52 -21.82 9.36
H -6.45 -22.34 8.04
H -6.92 -19.68 9.53
H -7.23 -19.80 7.80
H -3.12 -21.13 9.45
H -3.98 -21.91 8.15
C -6.31 -17.08 5.20
C -5.16 -16.31 6.00
C -5.71 -15.67 7.27
S -7.58 -15.76 7.16
O -8.17 -14.40 7.16
O -8.11 -16.82 7.99
C -7.64 -16.37 5.35
H -6.39 -18.13 5.47
H -5.98 -17.23 4.17
H -4.70 -15.58 5.32
H -4.33 -16.98 6.24
H -5.44 -14.62 7.14
H -5.45 -16.05 8.26
H -7.58 -15.52 4.67
H -8.59 -16.86 5.14
*
```

## Properties
* highest occupied orbital energy: -2.6 eV
* orbital gap: 0.181 Eh
* total energy: -3650.902849 Ha
* F_max: 0.0510 hartree/bohr
* energy relative to the best compared isomer or geometry (same formula, charge and spin): 51.4 kcal/mol


Entry 5:
A molecular structure, C18H37CuO9 in a non-equilibrium geometry, computed with wB97M-V/def2-TZVPD.

```
! wB97M-V def2-TZVPD RIJCOSX def2/J DEFGRID3
* xyz 0 1
Cu 19.21 -16.47 6.30
C 22.82 -15.02 3.84
C 22.06 -15.26 5.13
O 21.54 -16.53 5.23
H 23.00 -13.94 3.69
H 22.22 -15.36 2.99
H 23.82 -15.44 3.77
H 21.29 -14.47 5.31
H 22.77 -15.06 5.97
O 17.78 -16.66 4.55
C 18.00 -16.67 3.36
O 17.13 -17.13 2.45
C 15.91 -17.64 2.99
C 14.84 -16.60 3.20
C 19.25 -16.12 2.77
H 16.14 -18.20 3.90
H 15.54 -18.39 2.30
H 13.90 -17.08 3.48
H 14.68 -16.03 2.28
H 14.96 -15.82 3.96
H 19.68 -16.70 1.95
H 20.03 -16.12 3.55
H 19.11 -15.11 2.40
O 20.80 -16.92 8.09
C 21.20 -16.98 9.21
O 21.08 -18.05 10.01
C 20.41 -19.17 9.42
C 20.26 -20.30 10.44
C 22.07 -15.91 9.82
H 21.08 -19.57 8.66
H 19.44 -18.94 8.98
H 21.15 -20.48 11.04
H 20.11 -21.20 9.85
H 19.35 -20.19 11.02
H 22.09 -16.00 10.90
H 21.73 -14.96 9.41
H 23.08 -15.99 9.40
O 17.06 -17.47 7.25
C 15.90 -17.14 7.34
O 14.89 -17.99 7.50
C 15.13 -19.40 7.33
C 15.15 -20.12 8.65
C 15.48 -15.70 7.17
H 15.98 -19.60 6.67
H 14.24 -19.71 6.78
H 15.17 -21.21 8.57
H 14.20 -19.90 9.14
H 15.95 -19.77 9.31
H 14.41 -15.64 7.33
H 15.78 -15.36 6.18
H 16.07 -15.16 7.90
O 19.62 -14.36 7.25
C 19.73 -13.25 7.70
O 18.91 -12.63 8.55
C 17.75 -13.36 8.98
C 17.13 -12.73 10.21
C 20.98 -12.42 7.49
H 17.97 -14.42 9.10
H 17.04 -13.31 8.14
H 16.33 -13.40 10.54
H 16.70 -11.76 9.98
H 17.86 -12.65 11.01
H 21.82 -12.97 7.90
H 20.94 -11.48 8.03
H 21.15 -12.34 6.42
*
```

## Properties
* highest occupied orbital energy: -5.8 eV
* orbital gap: 0.229 Eh
* total energy: -3025.643788 Ha
* F_max: 0.0332 hartree/bohr


Entry 6:
A molecular structure, C18H37ErO2P3 in a non-equilibrium geometry, computed with wB97M-V/def2-TZVPD.

```
! wB97M-V def2-TZVPD RIJCOSX def2/J DEFGRID3
* xyz 3 4
Er -0.01 0.06 0.16
P 0.37 -0.45 -2.51
P -1.34 -2.38 0.26
P 1.89 2.02 -0.09
H 1.32 -2.01 1.65
C 1.44 -0.92 1.80
C 0.50 -0.18 2.53
H -0.33 -0.67 3.06
C 1.80 -1.53 -2.85
C -0.96 -1.29 -3.43
C 0.68 0.96 -3.62
C -1.68 -2.94 1.96
C -2.97 -2.59 -0.53
C -0.35 -3.78 -0.40
C 2.43 2.68 1.53
C 1.47 3.55 -0.97
C 3.48 1.47 -0.84
H 2.42 -0.49 1.53
H 0.75 0.81 2.96
H 1.86 -1.68 -3.94
H 1.67 -2.50 -2.35
H 2.73 -1.06 -2.49
H -0.65 -1.35 -4.48
H -1.89 -0.71 -3.36
H -1.15 -2.30 -3.04
H 0.73 0.57 -4.64
H 1.62 1.47 -3.37
H -0.14 1.68 -3.55
H -2.13 -3.95 1.92
H -2.38 -2.25 2.45
H -0.75 -2.98 2.55
H -3.19 -3.67 -0.64
H -2.99 -2.11 -1.51
H -3.74 -2.14 0.11
H -0.82 -4.73 -0.11
H 0.66 -3.73 0.01
H -0.30 -3.72 -1.50
H 3.23 3.42 1.37
H 2.80 1.87 2.18
H 1.59 3.16 2.04
H 2.34 4.23 -0.99
H 0.63 4.04 -0.46
H 1.17 3.33 -2.00
H 4.24 2.25 -0.70
H 3.33 1.28 -1.91
H 3.81 0.55 -0.34
C 6.87 -0.94 -2.90
C 7.90 -1.91 -3.04
C 8.63 -2.27 -1.91
C 8.37 -1.66 -0.66
C 7.39 -0.66 -0.56
C 6.66 -0.27 -1.69
O 5.99 -0.64 -3.90
H 6.26 -1.14 -4.69
H 8.08 -2.37 -4.02
H 9.40 -3.03 -1.98
H 8.94 -1.95 0.22
H 7.18 -0.17 0.39
H 5.91 0.52 -1.65
O -2.91 2.06 -0.93
C -2.01 1.44 -0.57
*
```

## Properties
* highest occupied orbital energy (alpha / beta): -14.1 / -14.1 eV
* orbital gap (alpha / beta): 0.074 / 0.077 Eh
* total energy: -2896.633726 Ha
* F_max: 0.1168 hartree/bohr


Entry 7:
A molecular structure, C18H37GdOP3S in a non-equilibrium geometry, computed with wB97M-V/def2-TZVPD.

```
! wB97M-V def2-TZVPD RIJCOSX def2/J DEFGRID3
* xyz 3 8
Gd -0.62 0.75 -0.41
P -1.72 2.23 1.50
P -1.65 -1.46 2.15
P 2.04 1.67 0.13
H -0.51 -4.24 -0.06
C 0.50 -3.97 -0.32
C 1.40 -3.45 0.55
H 1.10 -3.23 1.59
C -2.94 2.51 0.13
C -2.73 2.18 2.98
C -0.80 3.79 1.59
C -1.56 -3.28 2.47
C -1.79 -1.05 3.95
C -3.47 -1.38 1.77
C 3.57 0.78 -0.31
C 2.59 2.83 1.40
C 1.58 2.75 -1.29
H 0.78 -4.09 -1.38
H 2.41 -3.19 0.25
H -3.44 3.43 0.44
H -3.67 1.69 0.05
H -2.47 2.66 -0.87
H -3.34 3.09 2.94
H -2.07 2.18 3.86
H -3.38 1.28 2.99
H -1.53 4.58 1.79
H -0.24 4.02 0.66
H -0.08 3.71 2.43
H -2.58 -3.69 2.52
H -1.06 -3.46 3.44
H -0.99 -3.78 1.69
H -2.79 -1.36 4.31
H -1.64 0.02 4.13
H -1.02 -1.62 4.49
H -4.00 -2.08 2.44
H -3.58 -1.72 0.73
H -3.85 -0.36 1.88
H 4.12 1.32 -1.09
H 3.35 -0.23 -0.67
H 4.20 0.70 0.59
H 3.32 3.52 0.96
H 3.05 2.27 2.23
H 1.74 3.41 1.80
H 2.57 3.04 -1.66
H 1.00 3.63 -0.98
H 1.04 2.24 -2.12
C 1.10 -1.05 -3.68
C 0.67 -0.41 -4.86
C 1.06 -0.92 -6.10
C 1.86 -2.07 -6.17
C 2.26 -2.70 -5.00
C 1.91 -2.19 -3.75
S 0.82 -0.29 -2.16
H -0.37 -0.96 -1.49
H 0.08 0.51 -4.78
H 0.74 -0.41 -7.02
H 2.18 -2.44 -7.15
H 2.88 -3.58 -5.04
H 2.27 -2.64 -2.85
O 1.16 0.15 2.68
C 0.51 0.34 1.73
*
```

## Properties
* highest occupied orbital energy (alpha / beta): -17.6 / -17.6 eV
* orbital gap (alpha / beta): 0.255 / 0.189 Eh
* total energy: -2970.067653 Ha
* F_max: 0.0891 hartree/bohr
* energy relative to the best compared isomer or geometry (same formula, charge and spin): 29.2 kcal/mol


- Number 5 is which compound?
  C18H37CuO9